Computed, not measured: a molecular structure, C4H20O8Rb in a non-equilibrium geometry, with wB97M-V/def2-TZVPD.

Values from the calculation:
- total charge = +1
- Kohn-Sham gap (eV) = 9.8956

XYZ file:
```
33
Properties=species:S:1:pos:R:3:forces:R:3
Rb -20.62034 11.37197 9.04751 0.4 0.0 0.5
O -21.55026 9.55968 6.64655 0.3 -0.3 0.5
H -22.08341 10.27519 6.99304 -0.3 0.2 -0.4
H -21.36219 9.81598 5.74368 0.0 0.0 -0.3
O -18.60632 13.26960 8.06148 -0.3 -0.2 0.1
H -18.56643 14.11845 7.62090 0.0 0.3 -0.1
H -17.94996 12.73576 7.61378 0.3 -0.1 -0.1
O -22.47975 12.29647 7.20352 -0.1 -0.2 0.1
H -23.40375 12.16098 7.41351 -0.5 0.0 0.0
H -22.41878 13.22437 6.97656 0.1 0.3 -0.2
O -18.49277 10.60955 10.98075 -0.2 0.5 -0.5
H -17.76703 10.22871 10.48629 0.4 -0.1 0.0
H -18.85187 9.87747 11.48209 -0.1 -0.5 0.5
C -21.47177 8.92474 12.25149 -0.8 0.3 1.0
C -20.63599 7.72209 12.50993 1.4 -0.9 0.8
O -19.27177 7.87465 12.04969 -0.8 0.2 0.1
O -21.51345 9.26302 10.90567 0.1 0.3 -1.8
H -21.14695 9.83448 12.75643 0.4 -0.2 0.2
H -22.49304 8.74409 12.58687 -0.1 -0.2 0.4
H -21.07289 6.78784 12.15723 -0.2 0.1 -0.8
H -20.55372 7.45965 13.56466 0.0 0.7 0.3
H -19.29365 7.85282 11.09019 0.0 -0.2 -0.2
H -22.05454 8.61497 10.44867 -0.1 -0.2 -0.2
C -23.36051 11.91663 11.71909 -0.1 0.5 -1.2
C -24.34428 13.02973 12.13632 0.4 -2.7 0.9
O -24.01347 13.36242 13.47902 0.5 1.2 -0.6
O -22.10540 12.51398 11.27660 -0.5 -0.5 0.7
H -23.70290 11.34281 10.85792 -0.3 0.1 -0.1
H -23.21383 11.18619 12.51474 0.1 0.3 0.2
H -25.30862 12.54909 12.30107 -0.4 0.3 -0.9
H -24.29239 13.80352 11.37038 -0.4 0.4 0.4
H -23.31526 14.01448 13.38469 0.2 0.3 0.6
H -21.63654 12.67374 12.09894 0.4 0.3 0.0
```
Positions in Å, forces in eV/Å.

Löwdin atomic charge list, values in e, 8 entries:
1 Rb 1.13
2 O -0.08
3 H -0.05
4 H 0.05
5 O -0.11
6 H 0.05
7 H 0.04
8 O -0.14

---

Computed, not measured: a molecular structure, C34H39N5O4P2Ti in a non-equilibrium geometry, with wB97M-V/def2-TZVPD.

Values from the calculation:
- 2S+1 = 3
- Kohn-Sham gap (alpha / beta) (eV) = 6.0847 / 6.4349
- expectation value of S² = 2.008

XYZ file:
```
85
Properties=species:S:1:pos:R:3:forces:R:3
Ti -2.40469 -0.26357 0.18651 -0.2 -1.1 -0.1
C 2.64708 -3.47149 1.07627 -0.3 0.3 0.9
C 2.34284 -2.23020 1.48382 0.1 -0.3 0.5
C 2.09079 -1.05237 0.58988 0.6 0.7 -0.2
C 1.24203 -1.39996 -0.64870 -0.1 0.5 0.2
C 1.87672 -1.66313 -1.98442 0.0 -0.5 -0.5
C 3.01868 -2.32120 -2.19554 -0.6 0.3 0.0
C 3.93972 -2.72177 -1.07109 0.3 -0.6 -0.6
C 3.43143 -3.83992 -0.13060 -0.2 -0.4 -1.0
C -4.00108 -0.42705 -1.14080 -0.7 -0.4 -0.1
H 2.30059 -4.31733 1.69833 1.0 0.4 0.1
H 2.20797 -2.01768 2.55857 -0.7 -0.5 -0.5
H 3.00309 -0.51194 0.29425 -0.3 0.0 0.1
H 1.52668 -0.32856 1.20941 0.2 -0.4 -0.4
H 0.61105 -2.25444 -0.37448 0.3 0.4 -0.3
H 0.53119 -0.57342 -0.79959 0.1 -0.2 0.0
H 1.25196 -1.37655 -2.84314 0.3 -0.2 0.3
H 3.30437 -2.62444 -3.22197 -0.2 0.4 0.7
H 4.26389 -1.84459 -0.49482 0.1 -0.4 -0.2
H 4.80553 -3.13247 -1.60978 0.1 0.2 0.6
H 2.85693 -4.59426 -0.69489 0.3 0.1 -0.2
H 4.34085 -4.36469 0.20569 -0.4 0.0 0.2
H -3.86599 -1.50361 -1.41868 -0.2 0.7 0.1
H -3.99455 0.17969 -2.06046 -0.3 -0.6 0.3
H -4.97847 -0.34096 -0.60652 0.4 0.0 -0.5
P -1.60130 1.40465 -1.38967 2.1 4.2 -2.9
P 0.09426 1.77278 2.20629 2.8 3.7 1.3
N -0.56737 1.73377 -3.00419 -0.3 -1.1 0.4
N -2.55031 2.88288 -1.75973 -0.4 -0.7 0.5
N 1.73624 2.46548 1.77098 0.1 -0.8 -0.8
N 0.04062 3.05634 3.50047 -1.3 -0.2 0.7
C -0.33504 2.26585 -0.39665 0.2 0.0 -0.1
C -0.86972 2.70639 0.97430 0.0 -0.1 0.0
C -0.78213 1.05386 -4.19735 0.9 1.0 -0.5
C -0.11130 1.71837 -5.23882 -0.6 -0.3 1.3
C 0.53151 2.85489 -4.66625 -0.7 -0.7 1.4
C 0.24726 2.82661 -3.29954 0.1 -0.1 -0.7
C -3.90753 2.85455 -2.05666 0.0 0.4 0.2
C -4.32189 4.13002 -2.36369 -0.2 -0.5 0.0
C -3.18967 4.98322 -2.28447 0.9 -0.6 0.4
C -2.11016 4.19734 -1.91372 -0.6 0.2 0.0
C 2.95865 1.81358 1.96224 0.1 0.6 -0.5
C 3.97483 2.54696 1.36659 -0.8 -0.3 0.3
C 3.37478 3.70986 0.78692 -1.2 -0.4 0.4
C 2.01032 3.63983 1.05168 0.8 -0.6 -0.1
C 0.94702 4.01780 3.96320 -0.2 0.0 0.2
C 0.32062 4.83581 4.89599 0.0 -0.9 -0.8
C -1.02570 4.37138 5.01681 0.0 -0.5 -0.5
C -1.17357 3.30232 4.14899 0.8 0.3 0.3
H 0.06013 3.16126 -0.88480 -0.2 -0.5 0.1
H 0.52085 1.56399 -0.35339 -0.3 0.3 0.2
H -0.77175 3.79931 1.09977 -0.1 -0.6 0.1
H -1.93675 2.46182 1.14729 0.2 0.1 -0.2
H -1.34797 0.14098 -4.20108 -0.2 -0.1 -0.1
H -0.07734 1.42614 -6.27364 -0.1 -0.1 0.0
H 1.13032 3.60584 -5.15654 0.0 -0.1 0.0
H 0.62154 3.50800 -2.54702 -0.1 -0.2 -0.3
H -4.44779 1.91855 -1.98772 0.0 0.5 -0.1
H -5.34012 4.41562 -2.60736 0.3 -0.1 0.0
H -3.14331 6.05118 -2.46093 -0.1 -0.2 0.0
H -1.07877 4.48278 -1.73811 -0.5 -0.1 -0.1
H 3.00081 0.87553 2.49842 0.0 0.1 -0.1
H 5.02168 2.26827 1.32361 -0.2 0.1 0.1
H 3.86505 4.49511 0.22174 -0.1 -0.2 0.2
H 1.22088 4.31124 0.75728 0.1 0.0 0.1
H 1.97020 4.04985 3.60510 -0.3 -0.1 0.1
H 0.78283 5.67201 5.41206 -0.1 -0.3 -0.1
H -1.80083 4.76971 5.66076 0.1 -0.1 -0.2
H -2.01976 2.66762 3.93470 -0.1 0.1 0.1
O -2.70722 -2.02911 1.46225 0.9 -1.5 -0.1
C -1.93629 -2.69535 0.67735 -0.6 3.3 -1.6
O -1.45039 -1.97834 -0.31907 -0.3 -1.8 1.2
C -1.63950 -4.14062 0.75795 -0.3 -1.0 0.0
C -0.56227 -4.76214 0.07922 -0.4 0.1 0.3
C -0.26644 -6.10201 0.31773 -0.4 -0.5 0.4
C -1.11064 -6.85961 1.15167 -0.3 2.3 -0.2
C -2.25075 -6.27335 1.73244 0.2 -0.7 -0.2
C -2.52869 -4.93412 1.50235 0.3 0.1 0.1
N -0.78826 -8.21788 1.44764 0.6 -3.5 0.9
O 0.23896 -8.73733 0.94324 -2.2 1.4 1.0
O -1.55919 -8.84148 2.22127 1.6 1.3 -1.7
H 0.03102 -4.23456 -0.66245 0.0 0.2 0.4
H 0.61269 -6.58969 -0.10178 -0.3 0.2 -0.1
H -2.89703 -6.88926 2.36354 0.2 0.3 -0.3
H -3.45497 -4.50856 1.89554 0.5 0.0 0.0
```
Positions in Å, forces in eV/Å.

Löwdin atomic charge list, values in e, 8 entries:
1 Ti 0.76
2 C -0.13
3 C -0.10
4 C -0.21
5 C -0.19
6 C -0.09
7 C -0.11
8 C -0.19

---

Computed, not measured: a molecular structure, C50H46AsN7O5RhS in a non-equilibrium geometry, with wB97M-V/def2-TZVPD.

Values from the calculation:
- 2S+1 = 5
- total charge = +1
- Kohn-Sham gap (alpha / beta) (eV) = 8.0508 / 5.2320
- expectation value of S² = 6.018

XYZ file:
```
111
Properties=species:S:1:pos:R:3:forces:R:3
Rh 1.01072 -0.98548 -0.21434 0.1 0.1 0.1
N 4.83525 2.17321 -6.29766 0.0 0.1 -0.4
C 4.74370 1.81254 -4.98445 -0.1 -0.2 0.4
C 3.82601 2.45118 -4.13662 0.1 -0.1 -0.1
C 3.71224 2.06104 -2.81973 0.1 0.1 0.0
C 4.52106 1.04737 -2.33494 -0.1 -0.2 0.8
C 5.40352 0.37273 -3.16081 0.2 0.1 0.1
C 5.51817 0.75561 -4.48080 -0.1 0.1 0.0
S 4.26283 0.51688 -0.65609 0.0 0.2 -0.4
O 3.58313 1.56110 0.06121 0.0 0.0 -0.3
O 5.44609 -0.04831 -0.07996 -0.1 -0.1 -0.3
N 3.10928 -0.63082 -0.91979 -0.7 0.8 1.0
C 3.26468 -1.85716 -1.36771 0.2 -1.1 -0.5
N 2.12078 -2.60386 -1.21117 0.1 0.7 0.2
C 2.13804 -3.86957 -1.59458 0.1 -0.4 -0.2
C 3.26439 -4.42921 -2.17570 -0.2 0.1 0.1
C 4.35869 -3.58691 -2.34729 -0.3 -0.1 0.1
N 4.36348 -2.33242 -1.94698 0.5 0.3 -0.1
H 4.44600 3.05699 -6.57813 0.1 0.0 0.0
H 5.62389 1.84567 -6.82826 0.0 0.1 0.0
H 3.20898 3.24763 -4.52704 0.0 0.1 0.0
H 3.02486 2.53346 -2.13564 -0.1 0.2 0.0
H 5.98808 -0.43257 -2.74525 0.1 -0.1 -0.1
H 6.20330 0.24335 -5.13956 0.1 0.0 -0.1
H 1.23204 -4.44412 -1.43987 0.0 0.0 0.0
H 3.28462 -5.45658 -2.49050 0.0 -0.1 0.0
H 5.26561 -3.92629 -2.83008 0.1 -0.1 0.0
C -3.06772 4.92639 -3.16677 -0.1 0.1 -0.2
O -2.37643 4.18405 -2.18589 0.1 -0.2 0.5
C -2.99788 3.92472 -0.99502 0.1 0.0 0.1
C -4.29628 4.27766 -0.66960 0.1 0.0 -0.2
C -4.82312 3.93434 0.56753 0.0 0.0 0.2
C -4.06747 3.21950 1.47658 -0.2 0.1 0.0
C -2.77006 2.85060 1.15969 0.1 0.1 -0.2
C -2.22192 3.21161 -0.05996 -0.5 0.2 0.2
N -0.92445 2.84790 -0.45502 0.3 0.1 -0.3
C -0.31331 1.69717 0.05159 -0.2 0.5 0.1
N 0.24851 1.86046 1.25416 -0.4 0.6 -0.4
C 1.11421 1.08650 2.03177 0.7 -0.7 0.7
C 1.69922 -0.11568 1.64427 -0.1 0.6 0.6
C 2.62308 -0.72457 2.47619 0.1 0.0 -0.1
C 2.96334 -0.14489 3.68791 -0.1 -0.1 -0.1
C 2.35377 1.02784 4.10893 0.1 0.1 0.1
C 1.42736 1.65355 3.29504 -0.3 -0.4 -0.4
O 0.72143 2.77922 3.61419 0.1 -0.2 -0.5
C 0.85466 3.31977 4.91066 0.0 0.2 0.2
N -0.32361 0.59451 -0.64564 0.9 -0.2 0.3
C -1.11931 0.47028 -1.78859 -0.5 -0.1 -0.8
C -2.50501 0.61578 -1.73921 0.4 -0.1 0.0
C -3.25589 0.51056 -2.89551 -0.1 0.0 -0.1
C -2.63002 0.24736 -4.10129 0.0 0.0 0.1
C -1.25878 0.03748 -4.15817 0.2 -0.1 -0.1
C -0.49402 0.11951 -3.00580 -0.2 0.1 0.5
O 0.84226 -0.13900 -2.91104 -0.5 0.2 0.2
C 1.55466 -0.40612 -4.10021 0.3 -0.1 -0.4
H -3.35023 5.91473 -2.79383 0.0 -0.1 0.0
H -3.95559 4.39543 -3.52188 0.0 0.0 0.1
H -2.36732 5.04435 -3.99223 -0.1 0.0 0.0
H -4.91206 4.80993 -1.37570 0.0 0.1 -0.1
H -5.82968 4.23309 0.81440 -0.1 0.0 0.0
H -4.48195 2.93853 2.43237 0.0 0.0 0.1
H -2.19993 2.25612 1.85747 0.1 0.0 0.1
H -0.85343 2.92348 -1.46621 0.1 -0.1 0.1
H 0.15771 2.79930 1.63468 -0.1 -0.1 -0.3
H 3.11631 -1.63733 2.16872 0.0 -0.1 0.0
H 3.70453 -0.61776 4.31342 0.1 0.0 0.1
H 2.62508 1.44650 5.06447 0.0 0.1 0.1
H 0.16015 4.15696 4.95268 0.1 0.0 0.0
H 1.86811 3.68025 5.09349 0.0 0.0 0.0
H 0.58483 2.57866 5.66644 0.0 0.0 0.0
H -2.98138 0.81234 -0.78776 0.0 0.0 0.0
H -4.32593 0.64269 -2.85357 -0.1 0.0 0.0
H -3.21104 0.18171 -5.00744 0.0 0.0 -0.1
H -0.79895 -0.19074 -5.10593 0.1 0.0 -0.1
H 2.59026 -0.56591 -3.80561 0.0 0.0 0.0
H 1.51186 0.44396 -4.78786 0.0 0.0 0.1
H 1.17534 -1.30114 -4.60383 0.0 0.0 0.1
C -4.45058 0.52000 4.35300 0.0 0.0 0.0
C -4.81893 -0.41604 3.40220 -0.1 0.0 0.0
C -3.86560 -0.98064 2.57076 0.2 -0.3 -0.3
C -2.52691 -0.63534 2.70867 0.3 0.3 -0.3
C -2.17429 0.35945 3.62059 0.3 -0.1 -0.2
C -3.12911 0.92639 4.44500 0.0 0.0 0.0
As -1.06781 -1.45840 1.66252 -0.6 -0.7 0.5
C -1.94918 -2.87000 0.64395 0.1 0.2 0.0
C -1.66538 -2.92297 -0.71601 0.3 0.3 0.1
C -2.23478 -3.89259 -1.52102 0.0 -0.1 -0.2
C -3.10448 -4.81787 -0.96731 0.1 0.0 -0.1
C -3.37572 -4.78767 0.39124 0.0 0.0 0.1
C -2.79434 -3.82507 1.19896 0.1 0.1 0.2
C -0.21837 -2.50010 3.06501 0.2 0.0 0.0
C 0.54619 -3.58705 2.65264 -0.1 0.1 -0.3
C 1.25815 -4.33548 3.57061 0.1 -0.1 0.0
C 1.23784 -3.98546 4.91236 0.0 0.0 0.0
C 0.49404 -2.89391 5.32668 0.1 0.0 0.1
C -0.23526 -2.15612 4.41033 -0.2 0.2 -0.1
H -5.19270 0.94037 5.01332 -0.1 0.1 0.1
H -5.85288 -0.71333 3.30997 -0.1 0.0 0.0
H -4.16421 -1.69920 1.81711 0.0 0.0 0.1
H -1.14091 0.68928 3.67337 0.0 0.0 0.1
H -2.84734 1.68492 5.15991 0.1 0.1 0.1
H -0.96424 -2.19113 -1.13514 -0.3 -0.2 -0.1
H -2.00535 -3.92351 -2.57558 0.0 0.0 -0.1
H -3.55820 -5.57188 -1.59132 -0.1 -0.1 -0.1
H -4.03837 -5.52225 0.82293 -0.1 -0.1 0.1
H -2.98067 -3.81833 2.26768 -0.1 0.0 0.0
H 0.57839 -3.83314 1.59305 0.0 -0.1 0.1
H 1.83442 -5.18895 3.24470 0.1 0.0 0.0
H 1.80085 -4.56010 5.63345 0.0 0.0 0.0
H 0.48390 -2.60766 6.36829 0.0 0.0 0.1
H -0.82156 -1.31330 4.75273 0.0 -0.1 0.0
```
Positions in Å, forces in eV/Å.

Löwdin atomic charge list, values in e, 8 entries:
1 Rh 1.18
2 N 0.11
3 C -0.32
4 C -0.03
5 C -0.07
6 C -0.30
7 C -0.07
8 C -0.02

---

Computed, not measured: 2 unconnected molecules or ions with the total composition CH4S2 in a non-equilibrium geometry, with wB97M-V/def2-TZVPD.

Values from the calculation:
- Kohn-Sham gap (eV) = 8.4249
- SMILES = C=S.S

XYZ file:
```
7
Properties=species:S:1:pos:R:3:forces:R:3
C 0.47065 -0.99830 0.91825 0.9 0.6 0.8
S -1.00355 1.52988 -1.78475 -1.2 -1.0 0.2
S 1.39055 -0.07420 1.87526 -0.8 -0.6 -0.7
H 0.74457 -1.51292 0.04281 1.5 -0.2 -1.3
H -0.53220 -1.29563 1.02576 -1.6 0.3 1.2
H 0.13089 1.81010 -1.22735 1.2 0.4 0.5
H -1.20091 0.54107 -0.84998 0.0 0.6 -0.6
```
Positions in Å, forces in eV/Å.

Computed Löwdin charges, given in elementary charges:
1 C -0.60
2 S 0.49
3 S 0.62
4 H -0.01
5 H -0.02
6 H -0.27
7 H -0.22